# 1
This record from the Open Molecules 2025 dataset describes a molecular structure, C21H36I2N2O4 in a non-equilibrium geometry. The level of theory is wB97M-V/def2-TZVPD.

Properties
E_HOMO   -9.09 eV

Geometry as XYZ:
```
65
Properties=species:S:1:pos:R:3:forces:R:3
H -2.804225 -1.916378 -4.577375 0.00 -0.17 -0.04
H 0.481577 3.694230 -0.937618 0.09 -0.25 0.54
H 0.503781 4.488718 0.665937 -0.05 -0.59 -0.48
N 3.813938 0.834294 1.793002 2.06 -0.33 2.04
H 6.388757 0.607077 3.034824 -0.03 0.12 0.13
C 0.251717 3.546677 0.129000 -0.65 0.39 0.64
H -1.450540 -3.086504 -4.536690 -0.18 -0.03 -0.06
H -0.852391 3.444316 0.230338 0.73 0.08 -0.27
C -6.677858 1.047507 -3.153325 0.14 -0.28 -0.02
H 1.574505 2.796436 1.666806 -0.30 -0.35 -0.65
C -5.222666 3.131583 -2.742869 0.32 -0.04 0.04
N -0.012459 -1.137236 1.644559 -1.14 -1.00 1.72
C 8.291294 -0.939519 4.487559 0.10 -0.34 -0.02
H 8.209392 -0.477106 5.472823 0.05 0.17 -0.09
O 6.588826 -2.392598 3.691432 0.09 0.12 0.04
C 2.988235 1.009005 1.049222 -3.50 1.37 -3.21
I 2.917499 2.247082 -1.632454 -0.21 0.19 0.30
H -2.603580 1.700262 -1.141569 0.49 -0.48 0.27
H -1.476345 1.379222 0.187021 -0.05 -0.58 -0.45
C 0.443099 -0.016901 -1.752940 -1.25 -0.29 -0.07
H -4.181395 3.418279 -2.597976 -0.05 -0.03 -0.02
H 1.014505 -3.487984 4.725767 -0.05 0.03 0.03
H -7.126707 1.468923 -4.054528 -0.12 0.11 0.13
H -5.607875 3.644070 -3.626050 -0.16 0.05 0.11
H 0.148505 1.809922 1.426560 0.77 -0.14 -0.56
C 0.470483 -0.702319 0.718259 1.99 2.33 -2.74
H -2.454502 -1.601624 -7.223318 -0.01 -0.20 0.02
H -0.833674 -1.114586 -7.751460 -0.02 -0.02 0.06
C -5.307905 1.638435 -2.936122 0.19 -0.15 -0.01
C -1.791011 1.014337 -0.807052 -0.35 0.62 -0.72
C -1.048934 -1.292235 -5.637342 0.18 0.22 0.10
C 0.942356 2.353933 0.864833 -0.15 1.06 0.17
H 8.813424 -0.269333 3.802231 -0.04 0.15 0.14
C -1.385899 -1.728118 -7.040575 0.19 0.22 -0.12
H -1.389246 -1.609352 -3.556735 -0.03 -0.01 -0.05
C 6.915951 -1.255688 3.951117 -0.13 -0.16 -0.03
H -7.312746 1.251109 -2.289243 -0.09 0.13 -0.12
H -0.213357 2.035533 -2.067477 -0.50 -0.35 0.33
C -0.679956 -3.089375 5.957000 0.19 -0.20 0.14
C 1.867118 1.391312 0.054387 0.68 -1.60 1.76
C -0.695752 1.051429 -1.908432 0.29 -0.56 -0.20
H 5.786838 0.399056 4.707123 0.13 0.15 -0.06
H -2.656700 -2.598446 5.290657 0.05 0.19 -0.09
I 2.945357 -1.347703 -0.776598 -0.50 -0.30 -0.06
H -2.256300 0.005684 -0.770859 0.43 0.58 0.26
H -1.103119 -2.772470 -7.184156 -0.20 -0.04 0.01
H 1.123012 0.004038 -2.630184 -0.28 0.26 0.74
O -4.316317 0.942955 -2.917403 -0.10 0.06 -0.05
H -6.590161 -0.031279 -3.277087 0.02 0.06 0.01
H 8.864074 -1.861930 4.579961 -0.05 0.04 -0.01
H -5.794007 3.426330 -1.860786 -0.14 0.07 -0.13
C 5.969279 -0.099325 3.752449 -0.03 -0.42 0.08
H 0.400142 -1.830040 4.603410 -0.16 0.00 -0.20
H -0.481135 -3.177070 3.826935 0.00 0.26 -0.06
C -1.721080 -2.029489 -4.505146 0.16 0.19 0.13
C 1.220107 -0.002248 -0.401910 0.24 -0.60 -0.31
H -1.774926 -1.250482 6.067648 -0.08 -0.01 -0.19
H -2.437644 -2.569532 7.049977 0.05 0.00 -0.04
H 5.025436 -0.468402 3.365598 0.10 0.02 0.02
C -1.972873 -2.323465 6.095614 -0.07 -0.13 0.30
O -0.297656 -3.840782 6.826646 -0.10 0.10 -0.07
C 0.112056 -2.878502 4.692350 0.19 -0.24 0.19
H -0.055098 -1.015000 -1.818926 0.47 0.56 0.19
H -1.214363 0.818007 -2.868565 0.49 0.14 0.56
O -0.270859 -0.386737 -5.428273 -0.12 -0.14 0.02
```
Positions in Å, forces in eV/Å.

List of Mulliken charges in e, atom by atom: atom 1 (H): 0.297, atom 2 (H): 0.356, atom 3 (H): 0.295, atom 4 (N): -0.190, atom 5 (H): 0.286, atom 6 (C): -1.130, atom 7 (H): 0.374, atom 8 (H): 0.260, atom 9 (C): -1.149, atom 10 (H): 0.568, atom 11 (C): -1.094, atom 12 (N): -0.404, atom 13 (C): -1.076, atom 14 (H): 0.305, atom 15 (O): -0.565, atom 16 (C): -0.068, atom 17 (I): 0.279, atom 18 (H): 0.056, atom 19 (H): 0.141, atom 20 (C): -0.901, atom 21 (H): 0.245, atom 22 (H): 0.311, atom 23 (H): 0.345, atom 24 (H): 0.377, atom 25 (H): 0.403, atom 26 (C): 0.095, atom 27 (H): 0.316, atom 28 (H): 0.316, atom 29 (C): 0.832, atom 30 (C): -0.815, atom 31 (C): 0.872, atom 32 (C): -0.653, atom 33 (H): 0.312, atom 34 (C): -1.257, atom 35 (H): -0.189, atom 36 (C): 0.831, atom 37 (H): 0.341, atom 38 (H): 0.106, atom 39 (C): 0.790, atom 40 (C): 0.592, atom 41 (C): -0.005, atom 42 (H): 0.316, atom 43 (H): 0.304, atom 44 (I): 0.265, atom 45 (H): 0.280, atom 46 (H): 0.332, atom 47 (H): 0.416, atom 48 (O): -0.464, atom 49 (H): 0.281, atom 50 (H): 0.298, atom 51 (H): 0.320, atom 52 (C): -0.924, atom 53 (H): 0.277, atom 54 (H): 0.299, atom 55 (C): -0.483, atom 56 (C): -0.788, atom 57 (H): 0.298, atom 58 (H): 0.302, atom 59 (H): 0.247, atom 60 (C): -1.041, atom 61 (O): -0.562, atom 62 (C): -0.979, atom 63 (H): 0.372, atom 64 (H): 0.358, atom 65 (O): -0.529

***

# 2
This record from the Open Molecules 2025 dataset describes a molecular structure, C21H36P2PdSe in a non-equilibrium geometry. The level of theory is wB97M-V/def2-TZVPD.

Properties
Relative energy (zero: lowest compared OMol25 entry of this formula, charge and spin)   362.47 kJ/mol
Multiplicity   3
E_HOMO (alpha / beta)   -3.87 / -6.74 eV
Expectation value of S²   2.01

Geometry as XYZ:
```
61
Properties=species:S:1:pos:R:3:forces:R:3
H -0.733415 1.950917 3.483839 -0.07 -0.23 0.12
H -0.310335 -2.265393 -3.312153 0.21 0.24 0.07
C 2.218465 3.362151 0.770071 0.95 -0.05 1.38
H 4.825497 3.171526 1.263488 -0.28 -0.35 0.22
H 5.848169 1.267857 0.469914 -0.29 -0.24 0.07
H 3.902410 3.584704 -2.219824 0.16 -0.19 0.44
C -5.669522 -4.607502 0.561077 0.04 0.00 -0.19
C 4.305146 2.259983 1.603946 0.54 -0.31 -0.06
H 4.830472 0.151054 1.394053 0.03 0.23 -0.17
H 3.066049 1.430336 -2.260663 0.00 -0.14 0.44
H 4.634957 2.077537 2.642278 -0.15 0.20 -0.37
C 3.989610 0.749756 -0.454943 0.41 1.08 -1.61
H 2.275025 1.998909 2.417514 0.02 0.36 -0.32
H 2.096873 4.391405 -1.069732 0.20 -0.04 0.18
H 1.931231 -2.335558 0.393783 -0.17 0.14 -0.42
H -3.288661 0.145758 1.463626 -0.34 -0.51 -0.07
C 1.832420 -2.410380 -0.699637 0.75 0.03 -0.56
Pd -1.115513 -1.109484 0.169909 0.54 -0.92 -0.59
H -2.102614 0.791272 3.477542 0.31 0.08 -0.08
H 3.432580 4.924411 -0.040123 -0.26 -0.14 -0.14
H -4.209491 -2.817899 -2.564774 -0.20 -0.02 0.24
H 1.938450 0.350371 -0.930191 -0.39 1.01 0.26
H 1.264687 -1.417253 -3.573682 -0.31 0.00 -0.25
C 0.551512 0.883148 0.610760 -0.33 0.92 0.52
H 0.484215 1.129681 -1.567176 0.00 -0.35 0.07
C 3.553168 1.701553 -1.318923 1.30 -0.97 0.36
H -7.611381 -4.389137 -0.384140 0.42 0.14 -0.02
H 0.694156 1.966469 0.637351 0.63 -0.62 -0.24
C -4.297273 -4.380868 0.458836 0.02 0.31 -0.43
C -2.964735 -0.802576 0.994546 -2.87 -0.22 1.00
H 3.930252 -0.310663 -0.708805 -0.42 0.28 0.01
H -3.068777 -1.618290 1.723537 -0.01 0.19 0.02
H -3.598154 -1.011970 0.144135 -0.50 -0.01 -0.21
H -0.433338 0.179349 3.481271 -0.17 0.20 -0.29
H 1.231141 0.426928 1.341868 -0.24 0.14 -0.23
C -1.084996 0.979441 3.104323 0.09 0.77 0.18
C 2.822103 2.483939 1.601134 -0.22 1.41 -0.01
H -2.999859 2.383153 0.832862 0.30 0.12 -0.14
C -6.008902 -3.523213 -1.575830 0.05 -0.28 0.40
H 1.519332 -3.437583 -0.935752 0.13 0.27 0.04
C 0.857415 0.413868 -0.823545 1.19 -0.13 -0.54
C -6.538717 -4.180980 -0.452280 0.32 0.12 -0.16
H 2.796399 -2.185552 -1.176725 -0.01 -0.34 0.13
P 0.533802 -1.309556 -1.304323 -2.30 -0.23 1.21
C 3.889085 3.157585 -1.199080 -0.12 0.70 -0.16
H -6.058503 -5.147224 1.428503 0.08 0.17 -0.28
H -3.606812 -4.761109 1.214683 -0.28 0.19 -0.13
H 1.231811 3.771771 0.989110 -0.07 -0.56 -0.03
H -1.857724 2.376657 -0.533565 0.05 -0.17 0.40
H -1.484639 3.338855 0.934884 -0.14 -0.15 -0.12
H -0.263324 -0.481388 -3.413073 0.15 -0.26 0.24
Se -1.883028 -3.428778 -0.739627 0.25 -0.45 -0.35
H -6.673824 -3.222642 -2.385698 0.17 -0.03 0.17
C 4.802528 1.047267 0.756574 0.25 0.21 0.67
C 0.284814 -1.371920 -3.076190 0.69 -0.23 -0.58
C -4.635733 -3.285024 -1.675422 0.25 -0.13 0.31
C 2.880042 4.032328 -0.386191 0.45 0.14 -0.43
P -1.170859 0.916743 1.289546 0.71 -0.99 -0.55
H 4.900752 3.297100 -0.787358 -0.33 -0.17 -0.17
C -1.933331 2.403877 0.564198 -0.06 0.35 0.42
C -3.751106 -3.685714 -0.649741 -1.15 -0.56 0.36
```
Positions in Å, forces in eV/Å.

List of Mulliken charges in e, atom by atom: atom 1 (H): 0.355, atom 2 (H): 0.300, atom 3 (C): -0.383, atom 4 (H): 0.318, atom 5 (H): 0.300, atom 6 (H): 0.433, atom 7 (C): -0.474, atom 8 (C): -0.876, atom 9 (H): 0.374, atom 10 (H): 0.488, atom 11 (H): 0.453, atom 12 (C): -0.006, atom 13 (H): 0.609, atom 14 (H): 0.373, atom 15 (H): 0.292, atom 16 (H): 0.468, atom 17 (C): -1.176, atom 18 (Pd): -0.415, atom 19 (H): 0.380, atom 20 (H): 0.300, atom 21 (H): 0.335, atom 22 (H): -1.606, atom 23 (H): 0.411, atom 24 (C): 0.272, atom 25 (H): 0.576, atom 26 (C): -0.191, atom 27 (H): 0.337, atom 28 (H): -1.025, atom 29 (C): -0.254, atom 30 (C): -1.298, atom 31 (H): 0.362, atom 32 (H): 0.265, atom 33 (H): 0.304, atom 34 (H): 0.350, atom 35 (H): 0.410, atom 36 (C): -1.255, atom 37 (C): -0.332, atom 38 (H): 0.440, atom 39 (C): -0.418, atom 40 (H): 0.395, atom 41 (C): 0.733, atom 42 (C): -0.413, atom 43 (H): 0.411, atom 44 (P): 0.808, atom 45 (C): -0.920, atom 46 (H): 0.335, atom 47 (H): 0.352, atom 48 (H): 0.702, atom 49 (H): 0.310, atom 50 (H): 0.376, atom 51 (H): 0.358, atom 52 (Se): -0.134, atom 53 (H): 0.348, atom 54 (C): -1.007, atom 55 (C): -1.153, atom 56 (C): -0.300, atom 57 (C): -0.980, atom 58 (P): 0.942, atom 59 (H): 0.368, atom 60 (C): -1.236, atom 61 (C): -0.094